Record 1
Molecular formula: C5H6N
Method: DFT, ωB97M-V/def2-TZVPD

## Properties
HOMO level   -15.58 eV
Structure (SMILES)   C#CC=[N+]1CC1
Frontier orbital gap   10.117 eV
ΔE to the lowest compared entry with this formula, charge and spin   4.377 eV
E_LUMO   -5.46 eV
Net charge   +1
E_tot   -248.4548 Ha

Atoms and positions in Å:
C (-1.614, -2.205, -0.166)
C (-1.393, -1.209, 0.445)
C (-0.924, 0.097, 0.848)
N (0.172, 0.465, 0.368)
C (1.183, 0.080, -0.522)
C (0.988, 1.544, -0.119)
H (-2.061, -3.192, -0.494)
H (-1.564, 0.892, 1.286)
H (1.901, -0.400, 0.125)
H (1.168, -0.342, -1.543)
H (0.388, 2.200, -0.820)
H (1.757, 2.069, 0.593)

Record 2
Molecular formula: C3H5N3
Method: DFT, ωB97M-V/def2-TZVPD

## Properties
HOMO level   -8.19 eV
Frontier orbital gap   8.589 eV
ΔE to the lowest compared entry with this formula, charge and spin   3.251 eV
E_LUMO   0.40 eV
E_tot   -281.4706 Ha

Atoms and positions in Å:
N (-0.029, -0.106, -1.820)
C (0.042, -0.096, -0.409)
C (-0.680, 0.798, 0.370)
N (-0.493, 0.716, 1.666)
N (0.744, -0.753, 1.763)
C (0.794, -0.899, 0.490)
H (-0.282, -1.004, -2.210)
H (0.807, 0.242, -2.272)
H (-1.355, 1.511, -0.110)
H (-1.060, 1.394, 2.208)
H (1.485, -1.748, 0.363)

Record 3
Molecular formula: C5H10N2O
Method: DFT, ωB97M-V/def2-TZVPD

## Properties
HOMO level   -7.42 eV
Frontier orbital gap   8.214 eV
ΔE to the lowest compared entry with this formula, charge and spin   5.589 eV
E_LUMO   0.79 eV
E_tot   -381.0801 Ha

Atoms and positions in Å:
C (1.041, 0.299, 1.119)
C (1.653, 0.661, -0.216)
C (-1.393, -1.093, 0.450)
C (-1.245, 1.059, -0.626)
N (-0.513, -0.045, -0.033)
C (1.016, -0.615, -0.762)
O (1.332, -0.937, 1.403)
N (1.421, -1.664, 0.005)
H (0.857, 0.962, 1.963)
H (1.308, 1.597, -0.644)
H (2.744, 0.651, -0.196)
H (0.980, -0.851, -1.822)
H (-2.010, -1.485, -0.368)
H (-1.902, 1.534, 0.112)
H (-0.794, -1.905, 0.854)
H (-2.055, -0.707, 1.230)
H (-0.576, 1.827, -1.009)
H (-1.866, 0.710, -1.460)

Record 4
Molecular formula: C5H9ClN2
Method: DFT, ωB97M-V/def2-TZVPD

## Properties
HOMO level   -9.22 eV
Structure (SMILES)   N[C@H]1C[C@H]2N[C@H]2[C@@H]1Cl
Frontier orbital gap   10.104 eV
ΔE to the lowest compared entry with this formula, charge and spin   3.366 eV
E_LUMO   0.89 eV
E_tot   -765.5064 Ha

Atoms and positions in Å:
N (-1.661, -1.304, 0.999)
C (-0.491, -0.921, 0.058)
C (-0.988, -0.667, -1.516)
C (-0.073, 0.320, -2.081)
N (-0.470, 1.629, -1.446)
C (0.635, 1.003, -0.875)
C (0.235, 0.413, 0.468)
Cl (1.465, -0.084, 1.835)
H (-1.093, -1.734, 1.765)
H (-2.425, -0.543, 1.283)
H (0.032, -1.880, 0.043)
H (-1.985, -0.366, -1.486)
H (-0.820, -1.764, -1.911)
H (0.332, 0.524, -3.127)
H (-1.389, 1.567, -0.889)
H (1.713, 1.363, -1.064)
H (-0.267, 1.096, 1.003)

Record 5
Molecular formula: C4F12N2O8S4Sn
Method: DFT, ωB97M-V/def2-TZVPD

## Properties
HOMO level (spin up / spin down)   -5.65 / -7.75 eV
Frontier orbital gap (spin up / spin down)   6.117 / 8.343 eV
Expectation value of S²   0.75
Spin multiplicity   2
E_LUMO (spin up / spin down)   0.46 / 0.59 eV
Net charge   -1
E_tot   -3869.2496 Ha

Atoms and positions in Å:
Sn (-1.623, -0.517, -0.741)
C (-0.768, 3.996, -2.198)
F (0.339, 4.186, -1.484)
F (-1.165, 5.121, -2.820)
F (-0.500, 3.035, -3.125)
S (-2.235, 3.320, -1.062)
O (-2.867, 4.558, -0.667)
O (-3.092, 2.446, -1.901)
N (-1.379, 2.350, 0.005)
S (-1.226, 3.196, 1.258)
O (-0.618, 4.484, 1.019)
O (-2.398, 3.217, 2.109)
C (-0.003, 2.072, 2.317)
F (-0.301, 0.778, 2.093)
F (1.236, 2.366, 1.888)
F (-0.146, 2.194, 3.599)
C (2.136, -2.270, 2.162)
F (3.172, -2.475, 1.319)
F (2.363, -3.007, 3.265)
F (2.047, -0.916, 2.386)
S (0.465, -2.879, 1.470)
O (0.334, -4.333, 1.805)
O (-0.551, -2.006, 2.025)
N (0.587, -2.464, -0.203)
S (0.780, -3.850, -0.876)
O (2.019, -4.532, -0.440)
O (-0.399, -4.731, -0.870)
C (0.924, -3.407, -2.751)
F (1.183, -4.529, -3.414)
F (-0.244, -2.832, -3.175)
F (1.929, -2.571, -2.992)

Record 6
Molecular formula: C2H10N3SeSr
Method: DFT, ωB97M-V/def2-TZVPD

## Properties
HOMO level   -0.64 eV
Frontier orbital gap   3.344 eV
E_LUMO   2.71 eV
Net charge   -1
E_tot   -2678.5526 Ha

Atoms and positions in Å:
C (-1.935, 0.974, -1.350)
Sr (0.026, 0.619, -0.117)
N (2.025, 0.154, 1.545)
N (1.424, -0.677, -1.927)
H (1.759, -0.706, 2.038)
H (-1.039, 1.868, -1.016)
H (-2.872, 1.440, -1.051)
H (-1.927, -0.050, -0.905)
H (-1.910, 0.911, -2.439)
H (1.741, -1.596, -1.605)
H (2.265, -0.169, -2.219)
H (0.876, -0.838, -2.777)
H (2.957, -0.007, 1.152)
H (2.139, 0.864, 2.275)
Se (-2.637, -1.431, 4.048)
C (-1.748, -0.872, 2.651)
N (-1.144, -0.483, 1.697)